Record 1
This record from OMol25 describes a molecular structure, C25H57IrN3O2P2 in a non-equilibrium geometry. The level of theory is ωB97M-V/def2-TZVPD.

Positions of all 90 atoms, in Å:
Ir (-0.13, 0.02, -0.23)
C (-1.81, 0.09, -0.99)
O (-2.73, 0.04, -1.71)
C (0.87, -0.46, -1.66)
O (1.60, -0.78, -2.50)
P (0.17, 2.41, -0.60)
C (1.82, 3.23, -0.29)
H (1.71, 4.27, -0.66)
C (-0.21, 2.93, -2.35)
H (0.23, 2.09, -2.92)
C (-0.97, 3.46, 0.42)
H (-0.63, 3.24, 1.45)
C (-1.93, -2.59, 1.61)
P (-0.41, -2.34, 0.54)
H (0.57, -4.33, 1.46)
H (-1.66, -2.00, 2.50)
C (-0.74, -3.59, -0.82)
H (-1.31, -4.39, -0.30)
C (-1.70, 2.99, -2.71)
H (-2.11, 4.01, -2.57)
H (-2.33, 2.28, -2.18)
H (-1.79, 2.75, -3.79)
C (0.48, 4.24, -2.81)
H (-0.06, 4.65, -3.67)
H (1.52, 4.07, -3.11)
H (0.46, 5.02, -2.03)
C (-0.85, 4.98, 0.21)
H (0.18, 5.36, 0.29)
H (-1.43, 5.46, 1.01)
H (-1.28, 5.30, -0.75)
C (-2.45, 3.05, 0.33)
H (-2.94, 3.26, 1.29)
H (-2.58, 1.98, 0.13)
H (-2.97, 3.61, -0.45)
C (2.12, 3.30, 1.20)
H (1.78, 4.26, 1.63)
H (3.20, 3.23, 1.39)
H (1.61, 2.51, 1.77)
C (2.93, 2.57, -1.11)
H (3.15, 1.58, -0.72)
H (3.85, 3.17, -1.00)
H (2.72, 2.48, -2.18)
C (-2.21, -4.04, 2.06)
H (-1.33, -4.67, 2.21)
H (-2.88, -4.54, 1.35)
H (-2.73, -3.98, 3.03)
C (-3.20, -1.99, 1.02)
H (-3.51, -2.51, 0.11)
C (2.27, -3.06, 1.06)
H (-3.10, -0.92, 0.80)
H (-4.02, -2.10, 1.75)
C (0.75, -2.88, 3.06)
H (2.74, -2.22, 1.62)
H (2.90, -3.95, 1.19)
H (2.32, -2.82, -0.01)
C (0.85, -3.27, 1.58)
H (1.72, -3.02, 3.55)
H (0.04, -3.51, 3.61)
H (0.46, -1.84, 3.22)
C (0.51, -4.22, -1.42)
H (1.14, -3.48, -1.93)
H (0.19, -4.95, -2.18)
H (1.12, -4.76, -0.69)
C (-1.61, -3.06, -1.96)
H (-2.50, -2.50, -1.65)
H (-1.94, -3.91, -2.57)
H (-1.01, -2.40, -2.62)
H (1.74, -0.71, 0.67)
H (1.34, 0.86, 0.38)
C (5.24, -0.70, -0.60)
N (4.99, -0.30, 0.78)
C (6.21, 0.13, 1.46)
C (3.77, -0.15, 1.36)
N (2.62, -0.18, 0.53)
N (3.73, -0.02, 2.68)
C (4.36, -1.03, 3.55)
C (2.68, 0.77, 3.29)
H (6.33, -0.73, -0.75)
H (4.78, 0.03, -1.30)
H (4.79, -1.69, -0.80)
H (6.17, 1.13, 1.85)
H (6.51, -0.46, 2.31)
H (7.06, 0.14, 0.79)
H (2.91, -0.46, -0.43)
H (5.07, -0.60, 4.26)
H (3.58, -1.55, 4.12)
H (4.88, -1.81, 2.96)
H (2.92, 1.83, 3.19)
H (1.72, 0.55, 2.82)
H (2.69, 0.46, 4.32)

Molar mass in Da: 685.915
HOMO level (alpha / beta) in eV: -18.01 / -21.21
Kohn-Sham gap (alpha / beta) in eV: 6.31 / 3.93
Net charge: +4
ΔE to the lowest compared entry with this formula, charge and spin in kcal per mole: 68.9
Multiplicity: 6
Electronic energy in eV: -56782.0242

Need the Mulliken charges? In units of e they are:
1. Ir 2.348
2. C 0.051
3. O -0.339
4. C 0.290
5. O -0.375
6. P -1.195
7. C 0.736
8. H 1.205
9. C 1.068
10. H 0.399
11. C 0.253
12. H 0.527
13. C 0.591
14. P -0.441
15. H 1.210
16. H 0.591
17. C 0.698
18. H 0.511
19. C -1.576
20. H 0.371
21. H 0.248
22. H 0.504
23. C -1.435
24. H 0.452
25. H 0.365
26. H 0.315
27. C -1.629
28. H 0.367
29. H 0.472
30. H 0.356
31. C -1.174
32. H 0.439
33. H 0.180
34. H 0.396
35. C -1.514
36. H 0.259
37. H 0.463
38. H 0.075
39. C -1.788
40. H 0.322
41. H 0.570
42. H 0.363
43. C -1.712
44. H 0.441
45. H 0.469
46. H 0.448
47. C -1.345
48. H 0.279
49. C -1.570
50. H 0.239
51. H 0.496
52. C -1.656
53. H 0.313
54. H 0.389
55. H 0.180
56. C 0.205
57. H 0.364
58. H 0.393
59. H 0.294
60. C -1.484
61. H 0.290
62. H 0.474
63. H 0.397
64. C -1.379
65. H 0.192
66. H 0.495
67. H 0.350
68. H -0.890
69. H -0.103
70. C -0.567
71. N 0.452
72. C -0.915
73. C -1.323
74. N 1.593
75. N 0.349
76. C -1.253
77. C -0.753
78. H 0.406
79. H 0.302
80. H 0.260
81. H 0.376
82. H 0.365
83. H 0.407
84. H -0.065
85. H 0.375
86. H 0.424
87. H 0.457
88. H 0.257
89. H 0.209
90. H 0.548

Record 2
This record from OMol25 describes 4 unconnected molecules or ions with the total composition C25H57N2O16P4 in a non-equilibrium geometry. The level of theory is ωB97M-V/def2-TZVPD.

Positions of all 104 atoms, in Å:
C (7.01, -1.62, 3.02)
C (6.45, -0.53, 2.09)
O (6.13, 0.63, 2.86)
C (5.43, 1.58, 2.07)
C (3.95, 1.38, 2.35)
C (3.17, 2.31, 3.03)
C (1.80, 2.00, 3.22)
N (1.16, 0.91, 2.88)
N (1.97, 0.07, 2.24)
P (1.21, -1.47, 1.71)
O (2.25, -2.49, 1.80)
O (0.75, -1.33, 0.21)
O (0.01, -1.82, 2.67)
C (3.24, 0.23, 1.95)
H (6.65, -2.59, 2.64)
H (6.65, -1.53, 4.04)
H (8.10, -1.65, 2.93)
H (7.18, -0.26, 1.31)
H (5.59, -0.97, 1.57)
H (5.65, 1.46, 1.01)
H (5.73, 2.57, 2.44)
H (3.56, 3.25, 3.40)
H (1.19, 2.75, 3.72)
H (1.43, -1.80, -0.30)
H (0.32, -1.69, 3.58)
H (3.75, -0.54, 1.39)
O (-4.55, -0.94, -4.24)
P (-4.08, -1.45, -2.92)
O (-5.34, -2.35, -2.41)
C (-5.57, -3.61, -3.05)
C (-4.45, -4.61, -2.78)
O (-4.25, -0.07, -2.06)
C (-4.56, 1.19, -2.65)
C (-6.06, 1.41, -2.72)
O (-3.03, -2.06, -1.81)
C (-2.60, -1.36, -0.63)
C (-3.67, -1.29, 0.45)
H (-5.69, -3.46, -4.12)
H (-6.51, -4.00, -2.66)
H (-3.51, -4.27, -3.22)
H (-4.69, -5.58, -3.22)
H (-4.29, -4.73, -1.71)
H (-4.09, 1.30, -3.62)
H (-4.12, 1.96, -2.00)
H (-6.57, 0.55, -3.16)
H (-6.29, 2.29, -3.32)
H (-6.48, 1.54, -1.72)
H (-2.23, -0.38, -0.90)
H (-1.75, -1.92, -0.23)
H (-4.64, -0.97, 0.08)
H (-3.35, -0.60, 1.23)
H (-3.82, -2.28, 0.89)
O (5.41, -3.02, -0.30)
P (6.29, -4.08, -0.91)
O (6.46, -3.35, -2.38)
C (7.37, -2.25, -2.48)
C (8.81, -2.66, -2.27)
O (5.07, -5.13, -1.23)
C (3.78, -5.03, -0.63)
C (2.85, -4.16, -1.46)
O (7.43, -5.18, -1.37)
C (7.17, -6.53, -1.79)
C (6.59, -6.62, -3.18)
H (7.08, -1.47, -1.76)
H (7.25, -1.83, -3.48)
H (8.97, -3.03, -1.25)
H (9.48, -1.81, -2.43)
H (9.09, -3.46, -2.95)
H (3.85, -4.68, 0.39)
H (3.37, -6.04, -0.59)
H (3.32, -3.21, -1.73)
H (1.93, -3.94, -0.91)
H (2.60, -4.65, -2.40)
H (6.55, -7.04, -1.05)
H (8.13, -7.04, -1.78)
H (5.75, -5.94, -3.35)
H (6.25, -7.64, -3.37)
H (7.35, -6.36, -3.92)
O (-3.61, 5.85, 2.87)
P (-4.77, 6.35, 2.07)
O (-6.06, 5.64, 2.79)
C (-6.47, 6.14, 4.07)
C (-7.00, 7.56, 4.00)
O (-4.55, 5.41, 0.74)
C (-3.41, 4.60, 0.56)
C (-3.61, 3.22, 1.15)
O (-5.67, 7.43, 1.23)
C (-5.96, 7.36, -0.18)
C (-6.99, 6.29, -0.52)
H (-5.63, 6.08, 4.77)
H (-7.25, 5.48, 4.43)
H (-6.21, 8.27, 3.69)
H (-7.37, 7.88, 4.97)
H (-7.80, 7.64, 3.27)
H (-2.52, 5.08, 0.96)
H (-3.24, 4.51, -0.52)
H (-4.00, 3.26, 2.17)
H (-2.68, 2.66, 1.17)
H (-4.35, 2.66, 0.57)
H (-5.04, 7.24, -0.75)
H (-6.37, 8.33, -0.45)
H (-6.78, 5.33, -0.07)
H (-7.04, 6.17, -1.60)
H (-7.97, 6.59, -0.16)

Molar mass in Da: 765.625
HOMO level in eV: -11.63
Kohn-Sham gap in eV: 6.56
Net charge: +1
ΔE to the lowest compared entry with this formula, charge and spin in kcal per mole: 0.0
Electronic energy in eV: -99740.3626

Atomic partial charges in e from the Mulliken method, atoms 1 to 99:
1. C -1.297
2. C 0.766
3. O -0.362
4. C -0.675
5. C 0.437
6. C -0.443
7. C -0.408
8. N -0.892
9. N 0.915
10. P 0.747
11. O -0.625
12. O -0.405
13. O -0.419
14. C 0.215
15. H 0.294
16. H 0.359
17. H 0.332
18. H 0.335
19. H -0.475
20. H 0.351
21. H 0.415
22. H 0.436
23. H 0.431
24. H 0.316
25. H 0.364
26. H 0.356
27. O -0.830
28. P 0.958
29. O -0.343
30. C -0.380
31. C -0.961
32. O -0.407
33. C -0.213
34. C -1.128
35. O -0.296
36. C 0.184
37. C -1.099
38. H 0.312
39. H 0.315
40. H 0.257
41. H 0.409
42. H 0.225
43. H 0.421
44. H 0.197
45. H 0.315
46. H 0.392
47. H 0.274
48. H 0.190
49. H 0.201
50. H 0.294
51. H 0.343
52. H 0.350
53. O -0.736
54. P 1.153
55. O -0.382
56. C -0.180
57. C -1.035
58. O -0.436
59. C -0.367
60. C -0.949
61. O -0.391
62. C -0.192
63. C -1.031
64. H 0.113
65. H 0.328
66. H 0.268
67. H 0.421
68. H 0.242
69. H 0.273
70. H 0.386
71. H 0.262
72. H 0.279
73. H 0.357
74. H 0.264
75. H 0.370
76. H 0.247
77. H 0.362
78. H 0.320
79. O -0.833
80. P 1.054
81. O -0.309
82. C -0.356
83. C -0.983
84. O -0.355
85. C -0.481
86. C -0.966
87. O -0.322
88. C -0.139
89. C -1.049
90. H 0.302
91. H 0.311
92. H 0.274
93. H 0.401
94. H 0.235
95. H 0.368
96. H 0.368
97. H 0.408
98. H 0.325
99. H 0.195